Molecular formula: C7H9NO2
Method: DFT, wB97M-V/def2-TZVPD

Properties
Energy relative to the best compared isomer or geometry (same formula, charge and spin), eV: 2.883
SMILES string: NCc1c(O)cccc1O
Multiplicity: 1
LUMO energy, eV: 0.569

Positions of all 19 atoms, in Å:
H -0.37460 1.52148 2.75881
C -0.86614 -1.33497 1.31106
N 1.75634 0.09365 -2.04363
C -0.06672 0.25009 -0.40912
H 0.64298 2.49825 -0.47917
H -1.28401 -2.34099 1.50705
C 0.46440 0.72057 -1.74800
H 1.52001 -0.97379 -2.42725
H 0.72579 1.74823 -1.76373
C -0.51625 0.89978 1.92614
H -0.28258 0.39660 -2.48261
C -0.89192 -0.47726 2.25727
H -1.37050 -0.80142 3.18680
C -0.08062 1.23220 0.73153
O 0.24560 2.50733 0.49004
H -0.68882 -2.98042 -0.42162
H 2.36105 0.19998 -1.23100
C -0.61583 -1.02380 -0.11726
O -0.67819 -2.13547 -1.04532

***

Molecular formula: C7H9NO2
Method: DFT, wB97M-V/def2-TZVPD

Properties
Energy relative to the best compared isomer or geometry (same formula, charge and spin), eV: 5.920
SMILES string: Cc1conc1O.C1=CC1
Multiplicity: 1
LUMO energy, eV: 0.666

Positions of all 19 atoms, in Å:
C 0.32599 0.54802 -0.95554
C 1.19904 -1.42451 2.60841
H -2.00696 2.73748 -1.02985
H -0.27391 1.95815 -3.82179
H -0.27041 -1.10235 4.19072
C -1.18970 2.05114 -0.93370
C 0.25037 -1.86355 3.70499
N 0.20921 0.90044 0.24839
O -0.66182 1.88390 0.34654
H 0.70526 -2.67613 4.39638
C -0.73197 1.09610 -3.35430
H 1.84740 -0.75414 -0.90211
C 0.12480 -2.13967 2.25770
C -0.58500 1.31397 -1.84524
H -1.73151 0.93984 -3.73143
H 2.19753 -1.01305 2.49004
H -0.06259 0.18760 -3.55620
O 1.15967 -0.32687 -1.47063
H -0.50540 -2.31639 1.35762

***

Molecular formula: C7H9NO2S2
Method: DFT, wB97M-V/def2-TZVPD

Properties
Energy relative to the best compared isomer or geometry (same formula, charge and spin), eV: 7.472
Multiplicity: 1
LUMO energy, eV: -0.502

Positions of all 21 atoms, in Å:
H -5.11527 1.15184 -1.24593
H -1.04780 1.89439 -0.84148
H -6.25986 0.16172 0.20756
C -0.30012 1.10665 -0.51672
C 2.22254 0.61672 -0.23726
C -0.78536 -0.15244 -0.07982
O -4.40470 -0.28834 0.25858
C 3.63583 0.96469 -0.15196
H 1.30745 2.46500 0.22545
C -5.32356 0.81041 -0.01657
C 1.18326 1.45052 -0.00279
S 1.97543 -1.01442 -0.78359
O 4.13465 0.55822 1.14765
N -3.07044 0.27936 0.16825
C -2.16672 -0.61814 -0.02230
H 5.08895 0.00161 0.81875
H -5.32660 1.97960 0.76415
S 0.44938 -1.34634 0.45739
H 4.28194 0.58091 -0.89994
H -2.58832 -1.75706 0.25454
H 3.72063 2.10919 -0.32696

***

Molecular formula: C7H9NO2Si
Method: DFT, wB97M-V/def2-TZVPD

Properties
Energy relative to the best compared isomer or geometry (same formula, charge and spin), eV: 0.992
Multiplicity: 1
LUMO energy, eV: -2.006

Positions of all 20 atoms, in Å:
H -2.85216 -1.40709 0.26199
C -0.87495 -0.52990 0.32989
H -0.33107 -1.33884 0.75361
H -4.00588 0.54957 -0.68706
H -0.26621 2.77567 -0.51681
C -2.19276 -0.58631 0.05088
H 2.38826 -1.82716 -0.18045
H 1.54124 1.48652 0.85014
Si 2.31913 -0.47187 -0.53567
H 1.51355 -0.02833 -1.66448
O 3.83877 -0.05656 0.00632
C -0.18087 0.61575 0.13155
N 5.42440 0.15953 0.86845
C 1.14457 0.53667 0.69815
C -0.78064 1.74942 -0.36290
C -2.92629 0.50669 -0.52196
O 6.35210 0.04028 0.15347
H -2.62924 2.50930 -1.10960
C -2.14303 1.65393 -0.73268
H 1.06627 -0.00804 1.69285

***

Molecular formula: C7H9NO3
Method: DFT, wB97M-V/def2-TZVPD

Properties
Energy relative to the best compared isomer or geometry (same formula, charge and spin), eV: 2.714
Multiplicity: 1
LUMO energy, eV: 0.620

Positions of all 20 atoms, in Å:
O -3.78833 1.54151 -0.37162
N -0.45106 -1.91022 -0.10742
O -3.67605 -0.67337 0.16511
C 0.89443 1.46689 -0.35368
H -0.84410 0.75349 -1.30350
H 0.73451 2.30433 0.24460
H -0.77956 0.61444 1.65977
H -1.26601 -3.57766 -0.61896
C -3.67593 0.45024 -0.05960
C 1.75489 -0.79612 0.09760
H 2.19310 0.87441 1.33046
H 2.18225 -1.36008 0.96972
H 1.29590 1.63439 -1.41655
H 3.07431 1.06813 -0.19021
C 2.10088 0.69513 0.30885
H 2.41895 -0.99239 -0.69114
O -1.08424 0.99719 0.78639
C -0.29966 0.56447 -0.35112
C -1.08960 -2.85878 0.06562
C 0.30532 -0.79598 -0.16432

***

Molecular formula: C7H9O2
Method: DFT, wB97M-V/def2-TZVPD

Properties
Charge: -1
Energy relative to the best compared isomer or geometry (same formula, charge and spin), eV: 0.000
Multiplicity: 1
LUMO energy, eV: 3.918

Positions of all 18 atoms, in Å:
C -2.58984 -1.13870 -1.12188
H 2.75287 -0.24940 0.32767
H 0.83225 2.04785 1.39220
C -1.24163 -0.60690 -0.71346
C 0.64736 0.22279 0.22884
H 1.78828 2.01139 -0.09685
C -0.75561 -0.29999 0.58520
C 0.83576 1.71458 0.34698
H -2.74995 -2.14673 -0.72857
C 1.80803 -0.58056 0.76677
C -0.17213 -0.31090 -1.52370
H 1.68892 -1.64145 0.54943
O -1.25111 -0.41915 1.70938
O 0.27977 -0.27923 -2.64854
H 0.04075 2.24688 -0.17459
H -2.65945 -1.17457 -2.20805
H -3.38893 -0.50159 -0.73671
H 1.87966 -0.46450 1.85474